Record 1
One molecule with the formula C5H10N2S at a distorted geometry. Source: the Open Molecules 2025 dataset; level of theory: ωB97M-V/def2-TZVPD.

```
18
Properties=species:S:1:pos:R:3:forces:R:3
C -2.062 1.714 -0.374 0.460 0.475 0.138
C -2.160 0.571 0.670 -0.672 0.570 -1.128
S -1.843 -1.038 -0.068 0.479 0.193 -0.055
C -0.100 -1.008 -0.275 -0.097 -0.985 -0.363
N 0.726 -0.080 -0.032 -1.075 -0.184 0.541
N 2.077 -0.525 -0.126 -0.137 0.472 0.019
C 2.853 0.605 -0.599 1.051 0.905 -0.650
C 2.877 0.284 0.843 -0.170 -0.302 -0.432
H -1.025 1.836 -0.792 -1.107 -0.341 0.320
H -2.323 2.670 0.106 0.179 -0.212 0.047
H -2.818 1.607 -1.179 0.630 -0.292 0.341
H -1.515 0.674 1.530 0.234 0.272 0.122
H -3.205 0.535 1.003 0.271 -0.165 0.129
H 0.215 -1.999 -0.655 0.171 0.424 0.282
H 2.333 1.520 -0.923 0.005 -0.648 0.288
H 3.717 0.367 -1.240 -0.461 -0.041 0.436
H 3.704 -0.284 1.227 0.194 0.017 0.219
H 2.329 0.910 1.543 0.045 -0.160 -0.255
```
Forces are in eV/Å.

ΔE to the lowest compared entry with this formula, charge and spin: 63.41 kcal per mole
electronic energy: -704.12276 Eh
HOMO: -8.754 eV
Kohn-Sham gap: 9.65 eV
SMILES: CCS/C=N/N1CC1

Atom charges from the Löwdin analysis, given in e for atoms 1 to 8:
1 C -0.1723
2 C -0.5494
3 S 0.8890
4 C -0.5084
5 N -0.0368
6 N -0.1233
7 C -0.1748
8 C -0.1246

Record 2
A 2-piece molecular cluster, C6H8O2 overall at a distorted geometry. Source: the Open Molecules 2025 dataset; level of theory: ωB97M-V/def2-TZVPD.

```
16
Properties=species:S:1:pos:R:3:forces:R:3
C 0.795 -2.706 0.353 -1.045 0.934 -0.542
C -0.055 -2.114 0.969 0.593 -0.830 1.273
C 0.564 1.193 1.226 2.407 -0.653 -1.618
C 1.581 0.894 0.100 0.138 0.920 2.058
C -0.407 0.625 -0.759 -2.000 -0.305 1.002
C -1.694 0.586 -1.602 3.447 -0.400 1.827
O -0.660 1.122 0.493 0.139 0.462 0.618
O 0.866 0.526 -0.973 0.045 -0.778 -1.136
H 1.264 -2.970 -0.538 0.976 -0.632 -0.654
H 0.670 0.523 2.065 -0.752 -1.004 0.306
H 0.902 2.116 1.651 -1.028 1.362 0.114
H 2.583 0.539 0.377 -0.623 -0.273 -1.087
H -0.556 -1.903 1.880 -0.554 0.515 -0.069
H -1.588 -0.118 -2.344 0.525 -0.982 -2.449
H -1.840 1.579 -1.881 -1.113 1.434 -0.862
H -2.424 0.107 -1.016 -1.155 0.231 1.219
```
Forces are in eV/Å.

ΔE to the lowest compared entry with this formula, charge and spin: 166.40 kcal per mole
electronic energy: -383.64495 Eh
HOMO (alpha / beta): -6.683 / -5.955 eV
Kohn-Sham gap (alpha / beta): 7.63 / 6.93 eV

Atom charges from the Löwdin analysis, given in e for atoms 1 to 8:
1 C 0.0275
2 C 0.0027
3 C -0.1680
4 C -0.1241
5 C -0.3580
6 C 0.0490
7 O -0.0075
8 O 0.0472

Record 3
One molecule with the formula C30H20F6N2 at a distorted geometry. Source: the Open Molecules 2025 dataset; level of theory: ωB97M-V/def2-TZVPD.

```
58
Properties=species:S:1:pos:R:3:forces:R:3
N -3.387 1.528 1.604 -0.336 -0.323 -0.390
C -2.566 0.928 1.067 2.267 -0.481 0.255
C -1.215 0.335 0.631 1.887 1.247 -1.753
N -1.242 -1.078 0.420 -0.901 -0.631 -1.756
C -1.309 -1.591 -0.791 0.286 1.467 1.518
C -1.439 -3.069 -0.822 -0.626 -0.760 -0.284
C -1.786 -3.802 -1.975 0.129 -0.133 0.527
C -2.037 -5.177 -1.919 0.112 0.221 0.330
C -1.995 -5.832 -0.682 0.497 -0.203 0.380
C -1.648 -5.126 0.491 0.076 0.625 -0.886
C -1.397 -3.746 0.398 -0.059 -1.180 0.022
C -1.347 -0.809 -2.086 0.160 0.131 -0.232
C -0.770 -1.325 -3.266 0.211 -0.301 0.168
C -1.010 -0.778 -4.525 0.097 0.152 0.417
C -1.827 0.342 -4.610 -0.389 0.116 0.006
C -2.327 0.939 -3.447 0.081 -0.127 -0.041
C -2.051 0.409 -2.188 -0.478 -0.728 -0.054
C -0.017 0.847 1.629 -2.121 0.480 1.297
C 1.363 0.195 1.639 -0.072 -0.311 0.450
C 1.320 -1.193 1.778 -0.031 -0.467 -0.222
C 2.471 -1.961 1.925 0.052 0.338 0.511
C 3.697 -1.308 2.077 0.448 -0.350 -0.246
C 4.981 -2.054 2.431 0.526 -0.347 -0.215
F 5.915 -1.856 1.448 -0.514 -0.284 0.669
F 4.787 -3.396 2.556 0.109 0.963 -0.180
F 5.590 -1.651 3.597 -0.892 -0.146 -1.079
C 3.795 0.068 1.880 -0.839 0.336 0.571
C 2.622 0.843 1.753 0.137 -0.408 -0.149
C 0.012 2.363 1.390 -0.256 -0.476 -0.108
C 0.835 2.821 0.358 0.279 0.101 -0.404
C 0.874 4.171 0.012 0.497 -0.074 0.355
C 0.076 5.074 0.705 -0.121 0.485 -0.236
C 0.296 6.580 0.547 0.052 0.652 -0.362
F -0.882 7.248 0.314 1.121 -0.584 0.309
F 0.882 7.180 1.643 -0.843 -0.887 -0.945
F 1.139 6.864 -0.494 -0.808 -0.276 0.704
C -0.909 4.594 1.570 0.490 0.240 0.479
C -0.896 3.262 1.969 0.101 -0.134 0.206
H -0.839 0.872 -0.281 -1.025 -0.343 0.457
H -1.860 -3.284 -2.913 -0.164 -0.143 -0.160
H -2.234 -5.728 -2.848 -0.052 0.257 0.549
H -2.157 -6.919 -0.627 -0.010 0.605 -0.058
H -1.530 -5.618 1.461 -0.253 0.075 -0.451
H -1.187 -3.178 1.285 0.078 0.014 0.186
H -0.148 -2.220 -3.215 -0.144 0.312 0.099
H -0.585 -1.235 -5.426 -0.170 0.185 0.454
H -2.126 0.701 -5.596 0.147 0.133 0.344
H -3.002 1.786 -3.502 0.203 0.031 -0.121
H -2.495 0.848 -1.285 -0.011 -0.164 -0.886
H -0.568 0.518 2.552 1.172 0.959 0.037
H 0.327 -1.673 1.815 0.850 0.214 -0.222
H 2.372 -3.042 1.971 0.223 0.166 0.231
H 4.778 0.547 1.908 -0.416 -0.081 0.175
H 2.750 1.933 1.827 -0.346 -0.624 -0.393
H 1.519 2.135 -0.176 -0.642 0.399 0.363
H 1.591 4.504 -0.737 -0.237 0.028 0.236
H -1.629 5.285 1.998 0.168 -0.071 0.084
H -1.578 2.934 2.765 0.299 0.107 -0.557
```
Forces are in eV/Å.

electronic energy: -1863.88659 Eh
HOMO: -9.348 eV
Kohn-Sham gap: 8.76 eV
SMILES: N#C[C@H](N=C(c1ccccc1)c1ccccc1)C(c1ccc(C(F)(F)F)cc1)c1ccc(C(F)(F)F)cc1

Atom charges from the Löwdin analysis, given in e for atoms 1 to 8:
1 N 0.1779
2 C -0.1393
3 C -0.2751
4 N 0.0864
5 C -0.1272
6 C -0.1484
7 C -0.0308
8 C -0.0717

Record 4
An isolated ion of composition C5H9N2O and charge +1 at a distorted geometry. Source: the Open Molecules 2025 dataset; level of theory: ωB97M-V/def2-TZVPD.

```
17
Properties=species:S:1:pos:R:3:forces:R:3
O -2.465 -0.742 0.414 0.587 0.803 -0.708
C -1.649 -0.054 -0.133 -1.357 1.061 1.521
C -1.025 1.338 0.191 -1.423 -0.058 -1.337
C 0.130 0.959 -0.770 -3.925 -2.173 -0.376
N 1.281 0.540 0.029 -0.046 -1.967 -2.474
C 0.871 -0.755 0.659 1.620 -0.465 1.307
C 0.080 -1.477 -0.347 -0.315 2.042 -2.143
N -0.685 -0.434 -1.067 1.480 2.004 0.528
H -1.671 2.224 0.080 0.548 -0.279 -0.492
H -0.726 1.329 1.201 0.400 0.041 1.410
H 0.254 1.503 -1.689 0.765 0.252 -0.007
H 1.470 1.333 0.610 1.404 0.147 0.715
H 1.972 0.095 -0.597 0.775 1.904 0.159
H 0.449 -0.495 1.591 -1.053 -0.252 0.913
H 1.727 -1.389 0.848 0.673 0.396 0.421
H 0.601 -1.912 -1.152 1.250 -1.351 -0.225
H -0.614 -2.062 0.132 -1.382 -2.105 0.788
```
Forces are in eV/Å.

ΔE to the lowest compared entry with this formula, charge and spin: 72.40 kcal per mole
electronic energy: -380.33643 Eh
HOMO: -14.208 eV
total charge: +1
Kohn-Sham gap: 10.40 eV
SMILES: O=C1C[C@H]2[NH2+]CCN12

Atom charges from the Löwdin analysis, given in e for atoms 1 to 8:
1 O 0.1641
2 C -0.4439
3 C 0.0206
4 C -0.1069
5 N 0.1304
6 C -0.0812
7 C -0.1043
8 N 0.0825

Record 5
One molecule with the formula C2H4N3P at a distorted geometry. Source: the Open Molecules 2025 dataset; level of theory: ωB97M-V/def2-TZVPD.

```
10
Properties=species:S:1:pos:R:3:forces:R:3
N 0.661 0.903 -1.603 0.580 0.526 -0.428
C 0.323 0.301 -0.448 0.699 -2.167 1.667
N -0.668 0.857 0.409 0.131 1.197 -1.900
C -0.934 0.009 1.293 -1.852 -0.956 1.538
P 0.187 -1.388 1.390 2.200 2.499 0.786
N 0.829 -0.840 -0.054 0.988 0.796 -1.735
H 0.206 1.785 -1.844 0.597 -0.562 0.177
H 1.572 0.623 -2.006 -1.264 0.468 0.287
H -1.755 0.188 1.961 -0.171 0.297 0.489
H -0.421 -2.439 0.902 -1.909 -2.098 -0.881
```
Forces are in eV/Å.

ΔE to the lowest compared entry with this formula, charge and spin: 0.00 kcal per mole
electronic energy: -584.20864 Eh
HOMO: -8.617 eV
Kohn-Sham gap: 9.18 eV
SMILES: Nc1nc[pH]n1

Atom charges from the Löwdin analysis, given in e for atoms 1 to 8:
1 N 0.1285
2 C -0.5842
3 N 0.0500
4 C -0.3918
5 P 0.8505
6 N -0.2266
7 H 0.1046
8 H 0.1204

Record 6
C3H2O3Y as an isolated structure at a distorted geometry. Source: the Open Molecules 2025 dataset; level of theory: ωB97M-V/def2-TZVPD.

```
9
Properties=species:S:1:pos:R:3:forces:R:3
O -0.374 1.294 0.402 2.028 2.118 0.552
C 0.138 -1.007 -0.062 0.023 0.279 0.069
C 1.539 -1.134 0.211 -1.118 -1.486 -0.500
O 2.197 -0.055 0.588 -0.579 3.111 0.621
Y 1.614 1.856 0.900 -0.404 -1.792 -0.360
H -0.372 -1.910 -0.406 0.286 0.365 0.037
C -0.672 0.137 -0.058 -0.546 -2.739 -0.618
O -1.915 0.008 -0.547 0.621 -0.052 -0.077
H -2.157 0.811 -1.028 -0.311 0.194 0.276
```
Forces are in eV/Å.

ΔE to the lowest compared entry with this formula, charge and spin: 0.00 kcal per mole
electronic energy: -379.22184 Eh
HOMO (alpha / beta): -10.802 / -10.801 eV
total charge: +1
Kohn-Sham gap (alpha / beta): 4.21 / 4.21 eV

Atom charges from the Löwdin analysis, given in e for atoms 1 to 8:
1 O -0.1664
2 C -0.0851
3 C -0.1420
4 O -0.3371
5 Y 1.8727
6 H 0.1084
7 C -0.5198
8 O 0.1327

Record 7
C35H28ClIrN7O4S as an isolated structure at a distorted geometry. Source: the Open Molecules 2025 dataset; level of theory: ωB97M-V/def2-TZVPD.

```
77
Properties=species:S:1:pos:R:3:forces:R:3
Ir -0.565 -1.438 -0.467 -1.198 -0.007 -0.103
C -1.320 1.808 -3.682 -0.017 -0.048 0.009
C -1.173 0.569 -3.119 -0.092 0.024 -0.011
N -1.398 0.373 -1.808 0.394 -0.001 0.001
C -1.816 1.416 -1.061 -0.051 -0.097 0.008
C -1.945 2.681 -1.677 0.019 0.074 -0.230
N -1.687 2.879 -2.944 -0.042 0.015 0.124
C -2.123 1.101 0.293 -0.062 -0.089 -0.027
C -2.538 2.013 1.246 -0.060 0.020 0.260
C -2.840 1.621 2.551 -0.029 0.268 -0.149
C -2.666 0.248 2.859 -0.035 -0.228 0.049
C -2.232 -0.631 1.916 -0.084 0.452 -0.079
N -2.009 -0.244 0.608 0.239 0.001 0.021
C -1.936 -2.020 2.151 0.002 -0.260 -0.036
C -2.134 -2.731 3.343 -0.022 -0.108 0.019
N -1.794 -3.994 3.477 0.007 0.022 -0.079
C -1.246 -4.609 2.420 -0.089 0.038 0.130
C -1.035 -3.949 1.233 -0.103 0.010 -0.114
N -1.391 -2.659 1.105 0.505 0.055 0.006
C -3.293 2.590 3.568 0.061 -0.154 -0.125
C -3.798 3.838 3.212 -0.102 0.152 -0.052
C -4.206 4.716 4.204 0.024 -0.052 0.091
N -4.147 4.439 5.506 0.050 -0.123 -0.122
C -3.669 3.244 5.846 -0.029 0.099 -0.059
C -3.236 2.298 4.927 0.043 -0.020 0.167
H -1.151 1.965 -4.739 -0.010 0.011 0.011
H -0.904 -0.291 -3.719 0.020 0.041 0.014
H -2.267 3.544 -1.106 0.011 -0.021 0.035
H -2.603 3.054 0.967 -0.017 -0.006 0.029
H -2.884 -0.120 3.850 0.012 0.047 0.023
H -2.576 -2.249 4.206 -0.009 0.017 -0.008
H -0.970 -5.648 2.533 0.008 0.000 0.004
H -0.588 -4.437 0.378 0.036 0.032 0.023
H -3.911 4.135 2.178 -0.008 -0.005 0.024
H -4.604 5.688 3.940 -0.008 0.005 -0.012
H -3.625 3.031 6.907 0.007 -0.013 0.008
H -2.837 1.363 5.296 -0.001 0.013 0.008
C 3.573 2.232 0.551 -0.014 -0.022 0.031
C 4.493 1.797 -0.588 0.000 0.045 0.012
C 4.913 3.035 -1.415 0.006 -0.018 -0.053
C 5.755 1.119 0.008 0.007 -0.047 -0.004
C 3.851 0.805 -1.500 0.256 -0.058 -0.185
C 4.617 0.310 -2.641 -0.091 0.053 0.118
C 4.133 -0.625 -3.502 0.069 0.073 0.038
C 2.852 -1.133 -3.237 -0.308 0.002 0.175
S 1.991 -2.325 -4.104 0.060 0.028 0.011
C 0.684 -2.206 -2.955 -0.016 0.181 0.149
N 0.869 -1.313 -2.005 0.208 -0.116 0.019
C 2.080 -0.664 -2.107 0.212 -0.089 -0.266
C 2.561 0.309 -1.275 -0.085 -0.069 -0.006
C -0.540 -2.940 -2.943 -0.127 -0.129 -0.145
C -0.951 -3.825 -3.940 0.042 0.045 0.040
C -2.195 -4.425 -3.831 -0.013 0.008 0.018
C -3.006 -4.155 -2.731 -0.001 0.050 0.024
C -2.587 -3.300 -1.710 -0.099 -0.085 -0.076
C -1.356 -2.672 -1.811 0.313 0.056 0.185
H 4.101 2.953 1.172 -0.008 0.012 0.004
H 3.292 1.390 1.188 0.028 0.090 -0.045
H 2.669 2.719 0.180 0.020 0.012 -0.002
H 5.385 3.750 -0.741 -0.003 -0.011 0.003
H 4.048 3.515 -1.874 0.014 0.000 0.030
H 5.633 2.797 -2.199 0.000 0.007 0.025
H 6.231 1.830 0.684 -0.012 0.003 -0.019
H 6.486 0.843 -0.753 -0.019 0.028 0.023
H 5.487 0.228 0.577 0.001 0.032 0.000
H 5.611 0.699 -2.807 -0.025 0.052 0.052
H 4.718 -0.970 -4.343 -0.032 -0.022 0.000
H 1.965 0.643 -0.438 0.067 0.047 -0.040
H -0.311 -4.037 -4.789 -0.036 -0.009 0.000
H -2.538 -5.103 -4.600 0.013 0.002 0.015
H -3.979 -4.624 -2.661 0.018 0.001 0.001
H -3.232 -3.116 -0.862 -0.002 -0.011 -0.004
O 2.916 -0.927 1.686 -0.157 -0.058 -0.055
Cl 1.602 -1.442 1.574 0.041 -0.261 -0.018
O 1.100 -1.992 2.775 0.088 0.120 -0.131
O 1.515 -2.429 0.474 0.126 0.060 0.231
O 0.680 -0.348 1.098 0.088 -0.167 -0.016
```
Forces are in eV/Å.

multiplicity: 6
ΔE to the lowest compared entry with this formula, charge and spin: 8.10 kcal per mole
electronic energy: -2996.56472 Eh
HOMO (alpha / beta): -10.948 / -13.563 eV
total charge: +2
Kohn-Sham gap (alpha / beta): 3.93 / 3.51 eV

Atom charges from the Löwdin analysis, given in e for atoms 1 to 8:
1 Ir 1.6720
2 C -0.0969
3 C -0.1091
4 N 0.0314
5 C -0.1982
6 C -0.0437
7 N 0.1064
8 C -0.2096

Record 8
A 2-piece molecular cluster, C5H10Cl2Si overall at a distorted geometry. Source: the Open Molecules 2025 dataset; level of theory: ωB97M-V/def2-TZVPD.

```
18
Properties=species:S:1:pos:R:3:forces:R:3
C -1.222 -0.057 0.189 -0.565 0.512 4.232
Si -0.017 -0.254 1.696 -1.118 -0.818 -0.796
C -0.848 -0.724 3.345 -0.459 2.840 -3.418
Cl 1.331 1.307 1.668 -0.317 -0.020 0.328
Cl 1.082 -1.910 1.148 0.398 -0.345 0.131
H -2.152 0.397 0.676 1.251 0.300 -1.343
H -0.618 0.422 -0.527 -0.108 1.025 -1.189
H -1.545 -1.017 -0.088 -0.106 -1.400 -0.618
H -0.177 -0.834 4.067 3.282 0.286 3.281
H -1.585 0.002 3.624 -0.574 0.165 0.221
H -1.175 -1.688 3.302 -1.709 -2.570 -0.790
C 1.867 -0.092 -2.177 -1.064 0.461 0.219
C 0.969 0.694 -2.688 0.095 -0.666 0.331
C 0.056 1.405 -3.277 0.345 -3.045 -0.550
H 2.767 -0.208 -2.656 2.156 0.022 -1.410
H 1.856 -0.685 -1.300 -0.827 -0.238 0.930
H -0.013 2.384 -3.017 -0.623 2.811 0.258
H -0.575 0.859 -3.985 -0.057 0.680 0.183
```
Forces are in eV/Å.

ΔE to the lowest compared entry with this formula, charge and spin: 69.27 kcal per mole
electronic energy: -1406.41125 Eh
HOMO: -9.883 eV
Kohn-Sham gap: 10.55 eV
SMILES: C[Si](C)(Cl)Cl.C=C=C

Atom charges from the Löwdin analysis, given in e for atoms 1 to 8:
1 C -0.2121
2 Si -0.1946
3 C -0.1914
4 Cl 0.2899
5 Cl 0.2961
6 H 0.0589
7 H -0.0322
8 H 0.0002

Q: Which formula does entry 4 have?
A: C5H9N2O